1.
C41H63I2NO3 as an isolated structure in a non-equilibrium geometry. Source: the OMol25 dataset; level of theory: the ωB97M-V functional and the def2-TZVPD basis.

CARTESIAN COORDINATES (ANGSTROEM)
C -0.192 7.016 7.374
C -0.884 6.694 8.763
C -0.668 5.195 9.224
C -1.299 4.143 8.205
C -0.204 3.214 7.554
C -0.762 2.314 6.389
C -0.996 3.115 5.031
C -0.027 2.635 3.857
C -0.773 2.538 2.457
C -0.647 1.129 1.772
C -1.596 0.929 0.523
C -2.910 0.111 0.843
C -3.918 0.192 -0.370
C -3.845 -1.087 -1.342
C -2.640 -0.809 -2.315
C -2.792 0.148 -3.409
C -4.084 0.931 -3.707
I -4.547 2.865 -2.874
C -4.990 0.378 -4.582
C -4.616 -1.009 -5.194
I -6.823 1.411 -5.114
C -1.649 0.448 -4.299
C -0.381 -0.204 -4.092
C -0.254 -1.187 -2.990
C -1.350 -1.519 -2.089
C -1.170 -2.567 -0.937
C -2.015 -3.862 -1.366
C -1.178 -5.210 -1.240
C -1.972 -6.151 -0.217
C -0.992 -7.178 0.475
C -0.114 -6.386 1.515
C 1.172 -1.813 -2.849
O 1.378 -2.963 -2.537
C 2.340 -0.821 -3.186
C 3.604 -0.923 -2.286
C 3.262 -1.305 -0.787
C 4.276 -0.715 0.238
N 4.904 -1.623 1.181
O 4.569 0.459 0.333
C 2.229 0.099 -4.186
C 3.320 1.149 -4.561
C 4.707 0.556 -4.998
C 4.739 -0.059 -6.443
C 3.848 -1.359 -6.614
C 6.248 -0.521 -6.688
C 0.873 0.109 -4.974
O 0.799 0.316 -6.160
H -0.434 6.237 6.605
H -0.549 8.005 6.973
H 0.923 7.026 7.536
H -1.971 6.980 8.731
H -0.391 7.360 9.529
H -1.224 5.102 10.200
H 0.420 4.996 9.401
H -2.052 3.544 8.792
H -1.872 4.711 7.420
H 0.681 3.822 7.231
H 0.148 2.524 8.372
H -0.102 1.421 6.245
H -1.771 1.908 6.688
H -2.044 2.923 4.677
H -0.842 4.204 5.247
H 0.496 1.686 4.129
H 0.770 3.421 3.756
H -1.858 2.801 2.568
H -0.304 3.285 1.756
H 0.411 1.043 1.384
H -0.803 0.272 2.476
H -1.923 1.946 0.158
H -0.980 0.491 -0.302
H -3.371 0.632 1.735
H -2.701 -0.937 1.193
H -4.960 0.398 -0.016
H -3.572 1.054 -1.004
H -4.815 -1.182 -1.903
H -3.674 -1.975 -0.692
H -5.468 -1.416 -5.801
H -4.331 -1.763 -4.410
H -3.742 -0.937 -5.895
H -1.758 1.198 -5.119
H -1.597 -2.206 0.031
H -0.102 -2.828 -0.757
H -2.975 -3.909 -0.793
H -2.295 -3.748 -2.450
H -1.217 -5.705 -2.251
H -0.122 -5.041 -0.914
H -2.868 -6.623 -0.697
H -2.372 -5.458 0.579
H -0.367 -7.721 -0.288
H -1.636 -7.934 1.011
H -0.816 -5.734 2.107
H 0.616 -5.687 1.014
H 0.498 -7.056 2.167
H 4.394 -1.602 -2.715
H 4.075 0.099 -2.239
H 3.202 -2.415 -0.649
H 2.245 -0.879 -0.545
H 5.798 -1.179 1.407
H 5.128 -2.478 0.661
H 3.401 1.850 -3.679
H 2.899 1.781 -5.394
H 5.144 -0.196 -4.298
H 5.432 1.423 -5.010
H 4.441 0.665 -7.251
H 3.587 -1.778 -5.603
H 4.425 -2.175 -7.133
H 2.950 -1.107 -7.227
H 6.414 -1.387 -5.980
H 6.424 -0.846 -7.741
H 6.979 0.272 -6.354

Summary:
* ΔE to the lowest compared entry with this formula, charge and spin: 96.3 kcal per mole
* HOMO level: -0.3288 Eh
* frontier orbital gap: 0.2964 Ha

***

2.
A 9-piece molecular cluster, C29H62NO25 overall in a non-equilibrium geometry. Source: the OMol25 dataset; level of theory: the ωB97M-V functional and the def2-TZVPD basis.

CARTESIAN COORDINATES (ANGSTROEM)
C 32.301 23.973 11.905
N 30.946 23.496 11.613
C 30.321 24.618 11.145
C 31.028 22.519 10.553
C 30.470 22.993 12.925
C 28.938 22.566 12.971
O 28.801 22.223 14.420
H 32.837 24.597 11.188
H 33.003 23.008 12.201
H 32.552 24.673 12.713
H 29.957 25.396 11.748
H 29.388 24.283 10.597
H 30.845 25.163 10.399
H 30.101 22.151 10.349
H 31.281 21.712 10.968
H 31.255 22.929 9.686
H 30.640 23.802 13.696
H 31.105 21.968 13.086
H 28.713 21.860 12.153
H 28.216 23.436 13.178
H 27.890 21.906 14.689
C 27.814 28.474 11.503
O 29.085 28.377 10.896
C 30.274 28.440 11.543
O 30.475 28.635 12.649
O 31.418 27.975 10.814
C 32.637 27.850 11.465
H 27.628 28.070 12.480
H 26.823 28.194 10.859
H 27.745 29.577 11.721
H 33.434 27.739 10.693
H 32.758 27.019 11.996
H 32.934 28.582 12.255
C 32.363 21.178 16.043
O 33.447 20.381 15.786
C 34.087 20.426 14.560
O 33.544 20.802 13.487
O 35.327 19.969 14.659
C 36.176 19.736 13.556
H 31.411 20.944 15.407
H 32.546 22.094 15.737
H 31.970 20.931 17.119
H 36.462 20.638 12.958
H 35.719 19.026 12.759
H 37.090 19.350 13.978
C 27.730 18.206 14.312
O 27.088 18.876 13.359
C 26.596 20.092 13.595
O 26.672 20.695 14.671
O 25.924 20.471 12.507
C 25.270 21.805 12.675
H 27.397 18.396 15.370
H 28.798 18.597 14.463
H 27.809 17.188 14.210
H 24.928 22.267 11.494
H 26.018 22.613 12.823
H 24.642 21.851 13.444
C 25.621 25.351 10.924
O 26.182 25.382 12.269
C 25.323 25.041 13.318
O 24.290 24.546 13.164
O 26.035 25.296 14.534
C 25.533 24.838 15.861
H 26.467 25.867 10.339
H 24.960 26.055 10.839
H 25.443 24.285 10.638
H 24.563 24.503 15.730
H 25.467 25.624 16.532
H 26.251 24.156 16.336
C 29.431 23.853 20.293
O 30.629 24.244 19.390
C 30.457 24.642 18.061
O 29.409 24.338 17.483
O 31.466 25.223 17.506
C 31.388 25.620 16.139
H 28.595 24.538 19.964
H 29.592 23.862 21.299
H 29.239 22.746 19.940
H 30.962 26.663 16.215
H 30.939 25.046 15.382
H 32.291 25.688 15.824
C 26.802 20.709 8.808
O 27.096 22.114 9.127
C 27.468 22.914 8.239
O 27.427 22.602 7.070
O 27.775 24.149 8.658
C 27.753 25.242 7.660
H 26.088 20.580 8.037
H 26.405 20.281 9.708
H 27.634 20.298 8.476
H 26.582 25.371 7.454
H 28.308 24.727 6.768
H 28.314 25.952 8.247
C 35.226 24.175 15.490
O 34.987 25.060 14.425
C 35.505 24.958 13.184
O 36.231 23.943 12.836
O 35.283 25.915 12.335
C 35.880 25.953 10.989
H 36.220 23.737 15.561
H 34.446 23.313 15.410
H 35.384 24.608 16.573
H 35.873 27.072 10.527
H 35.493 25.102 10.311
H 37.071 25.781 11.114
C 33.790 26.611 7.876
O 33.636 25.379 7.152
C 32.548 24.617 7.058
O 31.620 24.890 7.920
O 32.585 23.551 6.265
C 31.328 22.659 6.126
H 34.860 26.569 8.271
H 33.216 26.680 8.581
H 33.813 27.436 7.311
H 30.553 23.448 5.771
H 31.018 22.414 7.126
H 31.327 22.245 5.169

Summary:
* HOMO level: -0.4455 Eh
* frontier orbital gap: 0.3814 Ha
* net charge: +1